(1)
This record from OMol25 describes the molecule C8H12. The level of theory is wB97M-V/def2-TZVPD.

Calculated values
spin multiplicity: 1
HOMO-LUMO gap: 8.79 eV
highest occupied orbital energy: -7.70 eV

```
20
Properties=species:S:1:pos:R:3:mulliken_charge:R:1
C 1.547 1.375 -1.135 -1.545
C 0.513 0.603 -0.398 0.999
C -0.345 1.410 0.314 -0.742
C -1.367 0.963 1.100 -0.582
C -1.870 -0.502 0.780 -0.814
C -0.707 -1.305 0.339 -0.557
C 0.439 -0.847 -0.166 0.997
C 1.497 -1.673 -0.677 -1.042
H 1.641 0.835 -2.033 0.383
H 1.459 2.434 -1.309 0.361
H 2.654 1.376 -0.742 0.260
H -0.277 2.528 0.187 0.183
H -1.189 0.888 2.243 0.239
H -2.270 1.568 0.873 0.218
H -2.765 -0.650 0.173 0.397
H -2.032 -0.877 1.769 0.312
H -0.867 -2.481 0.521 0.185
H 1.983 -1.061 -1.659 0.225
H 1.064 -2.747 -1.094 0.298
H 2.355 -1.952 0.129 0.225
```

(2)
This record from OMol25 describes the molecule C8H12. The level of theory is wB97M-V/def2-TZVPD.

Calculated values
spin multiplicity: 1
HOMO-LUMO gap: 9.29 eV
highest occupied orbital energy: -8.61 eV

```
20
Properties=species:S:1:pos:R:3:mulliken_charge:R:1
C -1.912 -0.091 -3.293 -0.790
C -1.072 -0.628 -2.419 -0.125
C -0.968 -0.419 -0.985 -0.131
C 0.118 -0.633 -0.257 -0.448
C 0.213 -0.506 1.197 0.496
C -0.738 -0.773 2.082 -1.041
C 1.425 0.238 1.752 -0.615
C 1.885 1.511 1.019 -1.110
H -2.156 -0.437 -4.286 0.282
H -2.659 0.596 -2.893 0.250
H -0.304 -1.302 -2.800 0.247
H -1.842 -0.178 -0.442 0.405
H 0.967 -1.114 -0.705 0.379
H -1.686 -1.239 1.782 0.259
H -0.862 -0.681 3.155 0.285
H 2.269 -0.456 1.661 0.281
H 1.293 0.464 2.796 0.413
H 2.243 2.195 1.792 0.333
H 1.087 2.077 0.533 0.336
H 2.699 1.376 0.311 0.295
```

It is (2) that is the most stable of them.

(1)
This record from OMol25 describes the molecule C5H6ClNS. The level of theory is wB97M-V/def2-TZVPD.

Calculated values
spin multiplicity: 1
HOMO-LUMO gap: 8.17 eV
highest occupied orbital energy: -8.37 eV

```
14
Properties=species:S:1:pos:R:3:mulliken_charge:R:1
C 0.454 1.751 0.639 -1.086
C 0.104 0.807 -0.607 0.074
S -1.619 0.597 -0.899 0.000
N -2.172 -0.828 -0.192 -0.466
C -1.303 -1.767 0.026 -0.125
C 0.143 -1.647 -0.024 -0.392
C 0.773 -0.479 -0.357 0.264
Cl 2.484 -0.465 -0.633 -0.169
H -0.029 2.720 0.545 0.365
H 1.591 1.887 0.722 0.312
H 0.072 1.343 1.589 0.307
H 0.533 1.327 -1.485 0.241
H -1.739 -2.709 0.428 0.334
H 0.710 -2.537 0.246 0.342
```

(2)
This record from OMol25 describes the molecule C5H6ClNS. The level of theory is wB97M-V/def2-TZVPD.

Calculated values
spin multiplicity: 1
HOMO-LUMO gap: 8.54 eV
highest occupied orbital energy: -8.83 eV

```
14
Properties=species:S:1:pos:R:3:mulliken_charge:R:1
S -3.277 -0.807 0.053 -0.271
C -1.734 -0.388 0.081 -0.216
C -1.344 0.956 -0.272 0.114
N -0.175 1.175 -1.179 -0.527
C 0.046 1.299 0.248 -0.100
C 1.035 0.517 1.211 -0.240
C 2.135 -0.114 0.821 -0.343
Cl 3.049 -0.724 -0.488 -0.148
H -0.979 -1.182 0.324 0.266
H -2.326 1.506 -0.280 0.319
H 0.270 0.349 -1.414 0.275
H 0.316 2.310 0.488 0.331
H 1.048 0.823 2.329 0.258
H 2.675 -0.431 1.723 0.281
```

It is (1) that is the most stable of them.

(1)
This record from OMol25 describes the molecule C4H6N4. The level of theory is wB97M-V/def2-TZVPD.

Calculated values
spin multiplicity: 1
HOMO-LUMO gap: 9.83 eV
highest occupied orbital energy: -9.09 eV

```
14
Properties=species:S:1:pos:R:3:mulliken_charge:R:1
H 1.064 -0.914 2.154 0.188
N 1.629 -0.795 1.287 -0.759
C 1.128 -0.357 0.129 0.649
N 2.146 -0.035 -0.692 -0.485
N -0.238 -0.026 -0.067 0.082
C -1.273 0.232 0.901 -0.067
C -2.363 0.405 0.118 -0.441
N -2.038 0.263 -1.292 -0.628
C -0.699 -0.046 -1.364 -0.060
H 1.987 0.900 -1.151 0.235
H 3.048 -0.277 -0.322 0.293
H -0.972 0.202 2.023 0.239
H -3.347 0.545 0.543 0.370
H -0.073 -0.098 -2.265 0.383
```

(2)
This record from OMol25 describes the molecule C4H6N4. The level of theory is wB97M-V/def2-TZVPD.

Calculated values
spin multiplicity: 1
HOMO-LUMO gap: 9.63 eV
highest occupied orbital energy: -9.30 eV

```
14
Properties=species:S:1:pos:R:3:mulliken_charge:R:1
H -1.227 -0.918 -2.538 0.258
N -0.545 -0.589 -1.764 -0.541
C -0.452 -1.156 -0.675 -0.241
C 0.584 -0.409 0.424 -0.060
N 1.694 -0.201 -0.214 -0.558
C -0.287 0.861 0.842 0.395
C -1.597 0.553 1.271 0.303
N -2.612 0.070 1.440 -0.420
N 0.079 2.080 0.723 -0.715
H 1.018 2.269 0.381 0.244
H -1.142 -1.915 -0.326 0.470
H 0.539 -0.991 1.290 0.368
H 1.542 0.206 -1.171 0.284
H 2.407 0.140 0.318 0.214
```

(3)
This record from OMol25 describes a structure of composition C4H6N4. The level of theory is wB97M-V/def2-TZVPD.

Calculated values
spin multiplicity: 1
HOMO-LUMO gap: 8.14 eV
highest occupied orbital energy: -8.11 eV

```
14
Properties=species:S:1:pos:R:3:mulliken_charge:R:1
C 0.895 0.066 -0.123 0.184
C 0.272 -1.205 0.088 -0.497
C -1.574 0.186 0.080 0.253
C -0.099 1.079 -0.165 0.414
H 2.880 0.064 1.076 0.308
H 2.856 -0.665 -0.669 0.323
H 0.713 -2.230 0.196 0.323
H -1.894 -2.047 -0.183 0.330
H -3.401 -0.056 -0.186 0.223
H 0.855 2.704 0.079 0.248
N 2.333 0.204 -0.095 -0.624
N -1.108 -1.134 -0.098 -0.243
N -2.704 0.712 0.003 -0.579
N -0.022 2.323 -0.004 -0.665
```

It is (1) that is the most stable of them.

(1)
This record from OMol25 describes a structure of composition C4H6N4. The level of theory is wB97M-V/def2-TZVPD.

Calculated values
spin multiplicity: 1
HOMO-LUMO gap: 9.59 eV
highest occupied orbital energy: -8.90 eV

```
14
Properties=species:S:1:pos:R:3:mulliken_charge:R:1
C -1.333 0.144 0.150 0.014
C 1.932 0.323 0.003 -0.378
C 1.058 -0.992 0.038 -0.501
C -0.178 -0.264 -0.174 0.234
H -2.400 -0.978 -0.950 0.301
H -3.352 -0.027 -0.036 0.336
H 2.432 0.602 1.076 0.218
H 2.551 0.604 -0.876 0.263
H 1.486 -2.060 -0.437 0.301
H 1.202 -1.206 1.245 0.175
N -2.491 -0.659 0.070 -0.660
N -1.342 1.568 0.089 -0.162
N -0.177 2.024 -0.008 -0.699
N 0.613 0.919 -0.190 0.559
```

(2)
This record from OMol25 describes a structure of composition C4H6N4. The level of theory is wB97M-V/def2-TZVPD.

Calculated values
spin multiplicity: 1
HOMO-LUMO gap (spin up / spin down): 7.24 / 7.09 eV
highest occupied orbital energy (spin up / spin down): -9.19 / -9.00 eV

```
14
Properties=species:S:1:pos:R:3:mulliken_charge:R:1
C -0.078 -1.780 0.482 -0.743
N 0.406 -0.625 -0.264 -0.191
C 0.176 0.604 -0.053 0.626
C -1.752 0.606 -0.702 -0.078
N 0.565 1.769 -0.170 -0.639
N -2.045 1.764 -0.913 -0.452
C 2.476 -0.585 0.171 0.047
N 3.139 0.289 0.567 -0.482
H 1.296 2.093 0.481 0.306
H -1.301 2.479 -0.777 0.353
H -2.283 -0.336 -0.758 0.294
H 0.499 -2.642 0.157 0.303
H 0.021 -1.647 1.559 0.319
H -1.120 -1.989 0.220 0.335
```

It is (1) that is the most stable of them.

(1)
This record from OMol25 describes a structure of composition C4H6N4. The level of theory is wB97M-V/def2-TZVPD.

Calculated values
spin multiplicity: 1
HOMO-LUMO gap: 9.45 eV
highest occupied orbital energy: -8.73 eV

```
14
Properties=species:S:1:pos:R:3:mulliken_charge:R:1
C 1.249 -0.336 -1.174 -0.402
C 0.524 -0.965 0.212 -0.489
C -0.929 -1.379 -0.062 0.137
C -0.798 1.384 0.850 0.049
H 0.756 -1.167 -2.123 0.262
H 2.282 -0.028 -0.928 0.384
H 0.904 -0.785 1.154 0.406
H -1.002 -2.436 -0.449 0.361
H -0.809 2.184 1.772 0.270
H 0.746 2.207 -0.328 0.333
N -1.906 -0.679 0.254 -0.362
N -1.608 0.435 1.146 -0.399
N 0.418 1.291 0.324 -0.353
N 0.170 0.276 -0.646 -0.197
```

(2)
This record from OMol25 describes the molecule C4H6N4. The level of theory is wB97M-V/def2-TZVPD.

Calculated values
spin multiplicity: 1
HOMO-LUMO gap: 8.03 eV
highest occupied orbital energy: -7.21 eV

```
14
Properties=species:S:1:pos:R:3:mulliken_charge:R:1
N 1.475 -1.300 -0.948 -0.654
N 0.818 -0.116 -0.849 -0.023
C 0.393 0.491 0.614 -0.336
C -0.439 -0.467 1.376 -0.521
C -1.232 -0.895 0.394 -0.798
C -0.563 -0.017 -0.636 1.263
N -0.916 1.436 -0.856 -0.552
N -0.037 1.793 0.200 -0.296
H 2.468 -0.978 -1.033 0.285
H 1.461 -1.785 -0.063 0.255
H -0.549 -0.776 2.405 0.355
H -1.918 -1.590 0.273 0.456
H -0.595 1.747 -1.766 0.306
H -0.366 2.457 0.889 0.261
```

(3)
This record from OMol25 describes the molecule C4H6N4. The level of theory is wB97M-V/def2-TZVPD.

Calculated values
spin multiplicity: 1
HOMO-LUMO gap: 9.34 eV
highest occupied orbital energy: -8.70 eV

```
14
Properties=species:S:1:pos:R:3:mulliken_charge:R:1
H -3.246 -1.183 0.120 0.276
N -3.084 -0.114 0.252 -0.736
C -1.798 0.057 -0.001 0.518
N -1.011 -1.122 -0.155 -0.565
C 0.202 -0.695 -0.386 0.372
N 0.394 0.772 -0.555 -0.223
N -1.057 1.119 -0.182 -0.240
C 1.539 0.606 0.471 -0.434
C 1.647 -0.851 -0.045 -0.313
H -1.294 2.014 -0.851 0.330
H 1.386 0.729 1.540 0.256
H 2.355 1.422 0.282 0.220
H 2.073 -1.132 -1.168 0.218
H 1.893 -1.623 0.680 0.320
```

(4)
This record from OMol25 describes the molecule C4H6N4. The level of theory is wB97M-V/def2-TZVPD.

Calculated values
spin multiplicity: 1
HOMO-LUMO gap: 9.33 eV
highest occupied orbital energy: -9.20 eV

```
14
Properties=species:S:1:pos:R:3:mulliken_charge:R:1
C 2.324 -0.312 0.149 -0.563
C 1.155 0.347 -0.280 -0.086
C -0.151 -0.323 0.256 0.127
C -0.669 -1.616 0.063 -0.014
N -1.975 -1.703 -0.112 -0.380
N -2.431 -0.533 -0.096 -0.405
N -1.412 0.365 0.065 0.688
N -1.785 1.734 0.137 -0.845
H 3.393 0.157 -0.494 0.186
H 2.425 -1.433 0.853 0.238
H 1.351 1.431 -0.785 0.205
H 0.119 -2.456 -0.093 0.255
H -1.222 2.331 -0.647 0.284
H -1.122 2.011 0.984 0.310
```

It is (3) that is the most stable of them.

(1)
This record from OMol25 describes a structure of composition C4H6N4. The level of theory is wB97M-V/def2-TZVPD.

Calculated values
spin multiplicity: 1
HOMO-LUMO gap: 8.09 eV
highest occupied orbital energy: -9.38 eV

```
14
Properties=species:S:1:pos:R:3:mulliken_charge:R:1
C -0.244 -1.233 -0.847 -0.223
C 0.316 -0.059 -0.330 0.376
C 0.524 2.000 0.005 0.404
C 0.797 1.057 1.266 0.065
H -0.347 -3.185 0.816 0.261
H -1.984 -2.681 -0.679 0.308
H -1.286 -1.046 -1.495 0.199
H 0.492 -1.670 -1.914 0.221
H 0.477 3.701 0.776 0.268
H 0.996 1.237 2.461 0.311
N -1.019 -2.133 0.085 -0.628
N 0.245 1.060 -0.950 -0.555
N 0.191 3.208 -0.104 -0.563
N 0.842 -0.257 0.909 -0.443
```

(2)
This record from OMol25 describes the molecule C4H6N4. The level of theory is wB97M-V/def2-TZVPD.

Calculated values
spin multiplicity: 1
HOMO-LUMO gap: 9.61 eV
highest occupied orbital energy: -9.21 eV

```
14
Properties=species:S:1:pos:R:3:mulliken_charge:R:1
H 3.072 0.451 -0.629 0.313
N 3.302 -0.305 0.238 -0.595
C 1.997 -0.394 0.468 0.093
N 1.199 0.385 -0.351 -0.357
N -0.216 0.277 -0.531 0.482
C -1.103 1.064 0.069 -0.181
C -2.093 0.196 0.573 -0.509
C -1.733 -0.984 -0.121 0.040
N -0.651 -1.032 -0.559 -0.818
H 1.346 -1.252 1.167 0.262
H 1.522 1.008 -1.400 0.353
H -0.854 2.100 0.292 0.362
H -3.294 0.351 0.864 0.248
H -2.496 -1.864 -0.079 0.308
```

It is (2) that is the most stable of them.

(1)
This record from OMol25 describes a cluster of 2 separate species, C4H13NO2 in total. The level of theory is wB97M-V/def2-TZVPD.

Calculated values
spin multiplicity: 1
HOMO-LUMO gap: 9.50 eV
highest occupied orbital energy: -8.69 eV

```
20
Properties=species:S:1:pos:R:3:mulliken_charge:R:1
C -2.031 -2.906 -0.357 -1.229
C -0.692 -2.220 -0.255 -0.279
N -0.819 -0.790 -0.622 -0.328
C -0.553 0.160 0.439 -0.706
C 0.921 0.306 0.758 -0.393
O 1.221 1.521 1.497 -0.529
H -2.455 -2.739 -1.356 0.310
H -2.773 -2.441 0.292 0.272
H -2.013 -3.974 -0.253 0.384
H 0.065 -2.642 -0.921 0.361
H -0.281 -2.296 0.754 0.256
H -0.328 -0.575 -1.474 0.259
H -1.078 -0.200 1.333 0.280
H -1.073 1.109 0.297 0.386
H 1.224 -0.497 1.440 0.372
H 1.591 0.245 -0.098 0.288
H 1.473 1.237 2.378 0.306
O 1.608 3.368 -1.379 -0.609
H 1.560 4.298 -1.514 0.300
H 1.128 3.253 -0.552 0.301
```

(2)
This record from OMol25 describes a cluster of 3 separate species, C4H13NO2 in total. The level of theory is wB97M-V/def2-TZVPD.

Calculated values
spin multiplicity: 1
HOMO-LUMO gap: 9.70 eV
highest occupied orbital energy: -9.21 eV

```
20
Properties=species:S:1:pos:R:3:mulliken_charge:R:1
C 2.134 -1.577 -1.476 -1.175
C 1.187 -0.726 -0.693 -0.036
C 0.384 0.260 -1.115 -0.333
C 0.186 1.433 -0.153 -0.325
N 0.477 2.680 -0.892 -0.696
H 1.827 -1.892 -2.479 0.336
H 3.055 -1.016 -1.608 0.254
H 2.389 -2.485 -0.925 0.323
H 1.131 -0.963 0.367 0.148
H 0.169 0.326 -2.172 0.452
H -0.723 1.606 0.428 0.259
H 0.990 1.265 0.560 0.349
H 1.037 3.288 -0.300 0.218
H 1.104 2.481 -1.669 0.243
O -1.332 -0.987 2.258 -0.615
H -1.658 -1.437 1.475 0.309
H -0.382 -1.116 2.297 0.270
O -4.309 -0.237 2.209 -0.645
H -3.383 -0.140 2.494 0.372
H -4.284 -0.762 1.393 0.292
```

It is (1) that is the most stable of them.